Density functional theory data (wB97M-V/def2-TZVPD) for a cluster of 2 separate species, C12H17N in total.

```
30
Properties=species:S:1:pos:R:3:forces:R:3
N 0.584 -2.136 -0.350 -1.1 -1.1 1.3
C 0.313 -1.189 0.660 0.6 1.9 -1.7
C -2.990 -1.292 -1.115 0.7 2.9 2.8
C -0.980 -0.625 0.368 1.4 -1.4 1.6
C -0.676 -2.497 -0.853 -0.2 0.0 -1.2
C -1.413 0.447 1.155 0.1 -1.0 -0.1
C 2.712 1.858 -0.730 -2.2 -1.5 0.9
C -1.589 -1.564 -0.528 -1.6 1.2 -1.6
C 1.223 -0.570 1.538 -1.0 -1.3 -1.5
C 1.499 1.840 -1.733 0.9 -1.8 -0.5
C -0.638 0.868 2.212 0.0 0.7 -0.4
C 0.604 3.077 -1.584 1.0 -0.1 -2.1
C 0.682 0.410 2.342 1.0 -0.4 1.3
H -2.397 0.840 1.031 -0.5 0.3 -0.1
H -0.889 -3.344 -1.519 0.7 0.4 0.3
H -3.707 -1.666 -0.352 -0.1 0.3 -1.0
H 2.257 -0.946 1.477 -0.5 0.5 0.8
H 0.872 3.818 -2.362 0.2 -0.1 0.3
H 2.522 2.807 -0.187 1.0 -0.9 0.2
H 0.951 0.853 -1.749 0.0 1.0 1.3
H -0.391 2.806 -1.886 -0.8 0.1 0.7
H 3.722 1.711 -1.079 0.2 0.6 -0.7
H 1.245 -2.884 -0.205 0.2 0.1 0.2
H 2.553 0.923 -0.089 0.2 1.7 -0.2
H 0.755 3.599 -0.649 -0.6 -0.3 0.4
H 1.883 1.623 -2.733 0.2 1.3 -0.5
H 1.358 0.641 3.168 -0.5 0.8 -0.1
H -3.214 -1.510 -2.108 -0.1 -1.4 -1.5
H -3.110 -0.104 -1.199 0.2 -2.3 0.7
H -1.130 1.632 2.819 0.8 -0.2 0.2
```
Positions in Å, forces in eV/Å.

Summary:
- HOMO level (eV) = -7.97
- orbital gap (eV) = 8.882
- electronic energy (Ha) = -522.14168
- relative energy (zero: lowest compared OMol25 entry of this formula, charge and spin) (eV) = 2.1385

For each atom in turn, the Löwdin charge in e is: 0.071, -0.199, -0.037, -0.144, -0.076, -0.041, -0.094, -0.244, -0.059, -0.307, -0.092, -0.119, -0.106, 0.098, 0.127, 0.082, 0.118, 0.072, 0.062, 0.094, 0.055, 0.049, 0.136, 0.057, 0.059, 0.083, 0.103, 0.031, 0.115, 0.104